(1)
15
Properties=species:S:1:pos:R:3:forces:R:3 method="wB97M-V/def2-TZVPD" mol_weight_g_mol=102.1 total_charge=-1 smiles="CC(=O)NCC[O-]" lumo_energy_ev=3.74
C -1.84724 -0.81273 -1.07625 -0.772 -4.443 3.979
C -0.43786 -1.31613 -0.72431 0.152 0.499 -0.328
N 0.31033 -0.66515 0.19707 0.379 -0.408 -0.946
C -0.05750 0.59859 0.82580 1.905 0.113 -0.411
C 1.14917 1.64260 0.60004 -0.205 -1.070 1.968
O 1.00116 2.64361 1.42165 -0.273 1.727 0.195
O 0.02258 -2.29125 -1.28963 0.073 -0.999 -0.759
H -1.91989 0.15232 -1.29467 -0.089 4.269 -0.523
H -2.50017 -1.06625 -0.11529 1.141 0.887 -1.798
H -2.34006 -1.35237 -1.85229 0.283 -0.802 -0.684
H 1.34996 -0.88569 0.05602 -2.155 0.598 0.678
H -1.06486 0.92766 0.60262 0.020 0.217 -0.826
H -0.09927 0.47304 1.88966 0.292 -0.099 0.765
H 2.07486 1.02109 1.01236 -0.654 -0.067 -1.328
H 1.29777 1.89341 -0.48575 -0.097 -0.422 0.018

(2)
47
Properties=species:S:1:pos:R:3:forces:R:3 method="wB97M-V/def2-TZVPD" mol_weight_g_mol=439.3 smiles="O=C(NCC[C@@H](F)Cn1cc(C2(C3CC3)CC2)nn1)c1ncnc(O)c1Br" lumo_energy_ev=0.42
O -1.84347 1.67555 0.51777 -0.016 0.020 0.008
C -1.14248 2.64035 0.75406 0.026 -0.026 -0.017
N -0.70289 2.97902 1.98390 -0.007 0.000 0.012
C -1.06345 2.20394 3.16156 -0.002 -0.009 -0.008
C -0.50228 0.78548 3.11346 0.020 0.007 0.001
C 1.00382 0.73534 3.02509 -0.009 -0.002 -0.002
F 1.53864 1.28982 4.19572 0.008 -0.002 0.016
C 1.56770 -0.67625 2.90936 -0.006 0.016 -0.007
N 1.34046 -1.22999 1.59108 0.008 -0.021 -0.018
C 0.23515 -1.81340 1.07882 -0.005 0.001 0.018
C 0.53874 -2.04283 -0.23668 0.006 0.010 -0.002
C -0.28355 -2.68973 -1.28923 -0.001 -0.005 -0.002
C -0.15446 -4.18700 -1.31093 -0.002 -0.003 0.003
C -0.40601 -5.00343 -2.54378 -0.003 0.001 0.002
C 0.99703 -4.82564 -2.03002 0.002 0.005 -0.004
C -1.61663 -2.05877 -1.60176 0.002 0.005 -0.006
C -0.46981 -1.91806 -2.56297 0.004 -0.001 0.005
N 1.80577 -1.59229 -0.45074 -0.007 -0.012 -0.015
N 2.27971 -1.10055 0.64935 -0.008 0.022 0.024
C -0.67123 3.55799 -0.35134 -0.003 0.012 0.015
N -1.20927 4.78310 -0.37243 0.004 0.000 -0.006
C -0.83893 5.55932 -1.37652 -0.021 -0.014 -0.018
N 0.01018 5.24382 -2.34853 0.003 0.007 0.002
C 0.55777 4.04161 -2.29879 0.013 0.002 0.019
O 1.43313 3.70657 -3.24536 -0.004 -0.004 -0.004
C 0.24915 3.13037 -1.28434 -0.011 0.003 -0.007
Br 1.09407 1.46047 -1.17358 0.005 -0.010 -0.002
H -0.21603 3.85214 2.09156 0.003 0.000 -0.001
H -0.68108 2.73416 4.03203 0.004 0.004 -0.002
H -2.15082 2.15450 3.24292 0.001 -0.002 -0.003
H -0.81800 0.24688 4.01154 -0.005 0.003 0.000
H -0.92518 0.27963 2.24603 -0.005 -0.007 -0.004
H 1.37401 1.33353 2.18855 -0.003 0.000 -0.005
H 2.64435 -0.64351 3.06090 0.001 -0.001 0.001
H 1.12294 -1.33175 3.65896 -0.001 -0.003 -0.003
H -0.64647 -2.01095 1.66275 0.000 -0.001 0.002
H -0.44775 -4.65619 -0.37730 0.001 0.001 0.000
H -0.87718 -5.96750 -2.41158 0.001 0.001 0.000
H -0.67785 -4.50014 -3.46084 0.001 0.000 0.002
H 1.64746 -4.15829 -2.57966 -0.001 -0.002 0.000
H 1.49100 -5.67246 -1.57487 -0.002 0.001 0.002
H -2.41909 -2.73138 -1.87424 0.001 0.001 -0.001
H -1.91222 -1.18144 -1.04063 0.000 -0.004 0.001
H 0.01953 -0.95689 -2.62606 0.001 0.003 0.000
H -0.51248 -2.46281 -3.49504 0.000 0.000 0.001
H -1.27047 6.55232 -1.41606 0.006 0.003 0.006
H 1.50848 4.46535 -3.84210 0.000 0.001 -0.001

(3)
15
Properties=species:S:1:pos:R:3:forces:R:3 method="wB97M-V/def2-TZVPD" mol_weight_g_mol=89.1 total_charge=-1 lumo_energy_ev=4.41
N 0.93033 0.75274 -2.55654 -0.603 -0.014 -0.785
C 1.48076 -0.29540 -1.65909 -0.517 -0.145 0.925
O 0.64300 -0.55708 -0.63187 0.066 0.131 -0.239
H 1.55886 1.46705 -2.88129 0.439 0.134 0.180
H 0.14558 1.19045 -2.09752 0.017 -0.038 0.284
H 1.63238 -1.19026 -2.29751 0.301 -0.018 -0.077
H 2.46827 0.05222 -1.27797 0.302 -0.025 -0.276
C -0.44919 0.05554 2.44397 -0.619 -0.532 -0.541
C -1.99193 -0.47343 0.76879 0.016 0.045 0.487
N -1.84336 -0.24054 2.01364 0.515 0.385 -0.253
H -0.37219 1.10845 2.72195 -0.093 0.008 0.054
H 0.25614 -0.16341 1.63181 0.107 0.037 0.147
H -0.25641 -0.55061 3.33286 0.158 0.078 -0.028
H -3.03196 -0.64219 0.47173 0.089 -0.106 -0.202
H -1.17027 -0.51355 0.01703 -0.178 0.060 0.323

(4)
14
Properties=species:S:1:pos:R:3:forces:R:3 method="wB97M-V/def2-TZVPD" mol_weight_g_mol=143.2 smiles="[H]/N=C(C)/N=C(/S)N=C=O" lumo_energy_ev=0.59
C -0.00061 -0.21725 0.47395 0.873 -2.168 -0.073
C -2.17457 0.45486 0.18003 -3.697 0.288 -0.621
C -2.56051 -1.84452 -0.36294 -0.320 0.721 0.344
C 1.17101 0.13410 -0.40241 0.058 0.555 0.006
N -1.00919 0.67059 0.44263 1.920 2.262 0.890
N -0.21070 -1.34060 1.06409 0.067 0.595 0.399
N -2.79812 -0.64688 -0.30315 0.128 -2.273 -0.817
O -2.59372 -2.98904 -0.47920 0.263 -0.472 -0.121
S -3.41456 1.69768 0.34741 0.072 1.334 0.426
H -4.47112 1.07717 -0.20495 0.406 -0.265 0.054
H 2.15290 0.11283 0.04846 0.153 -0.789 0.193
H 1.15928 1.09510 -0.88945 -0.662 0.770 0.384
H 1.02401 -0.50184 -1.24839 0.655 -0.990 -0.504
H 0.57535 -1.97776 1.19760 0.085 0.431 -0.560

Copy entry 4 word for word.
14
Properties=species:S:1:pos:R:3:forces:R:3 method="wB97M-V/def2-TZVPD" mol_weight_g_mol=143.2 smiles="[H]/N=C(C)/N=C(/S)N=C=O" lumo_energy_ev=0.59
C -0.00061 -0.21725 0.47395 0.873 -2.168 -0.073
C -2.17457 0.45486 0.18003 -3.697 0.288 -0.621
C -2.56051 -1.84452 -0.36294 -0.320 0.721 0.344
C 1.17101 0.13410 -0.40241 0.058 0.555 0.006
N -1.00919 0.67059 0.44263 1.920 2.262 0.890
N -0.21070 -1.34060 1.06409 0.067 0.595 0.399
N -2.79812 -0.64688 -0.30315 0.128 -2.273 -0.817
O -2.59372 -2.98904 -0.47920 0.263 -0.472 -0.121
S -3.41456 1.69768 0.34741 0.072 1.334 0.426
H -4.47112 1.07717 -0.20495 0.406 -0.265 0.054
H 2.15290 0.11283 0.04846 0.153 -0.789 0.193
H 1.15928 1.09510 -0.88945 -0.662 0.770 0.384
H 1.02401 -0.50184 -1.24839 0.655 -0.990 -0.504
H 0.57535 -1.97776 1.19760 0.085 0.431 -0.560